An isolated molecule of C4H7NO. Source: the OMol25 dataset; level of theory: ωB97M-V/def2-TZVPD.

Each line ends with the Löwdin charge.
Cartesian coordinates (Å):
O1 2.326 -0.740 0.133  -0.0613
N1 1.534 0.390 0.266  0.0370
C1 0.315 0.160 -0.034  -0.3798
C2 -0.252 -1.172 -0.438  -0.0247
C3 -1.639 0.783 1.058  0.1511
C4 -0.647 1.340 0.088  -0.2755
H1 3.179 -0.440 0.473  0.0969
H2 -0.346 -1.248 -1.528  0.0973
H3 0.377 -1.987 -0.081  0.0785
H4 -2.499 0.415 0.453  0.0028
H5 -1.254 -1.289 -0.014  0.0658
H6 -1.014 1.626 -0.911  0.1096
H7 -0.081 2.162 0.535  0.1022

**Energy**: -286.3974 hartree
**Frontier orbital gap (alpha / beta)**: 8.4 / 8.4 eV
**Relative energy (zero: lowest compared OMol25 entry of this formula, charge and spin)**: 147.0 kcal/mol
**LUMO level (alpha / beta)**: -0.6 / -0.6 eV
**Charge**: 0